Entry 1:
A cluster of 6 separate species, H12O6 in total, computed with ωB97M-V/def2-TZVPD.

gap between HOMO and LUMO = 11.1959 eV
M = 108.1 g/mol
structure (SMILES) = O.O.O.O.O.O
energy relative to the best compared isomer or geometry (same formula, charge and spin) = 148.4 kJ/mol
total charge = 0

Structure (XYZ):
```
18
H12O6, DFT ωB97M-V/def2-TZVPD
O -0.0770 -1.5721 1.2811
O -1.2183 0.9882 -1.2253
H -0.5205 -0.7381 1.5034
H 1.1352 2.5836 0.3077
H 0.5381 -1.2651 -1.3584
O 1.9998 -0.4138 -0.5511
O -1.0961 0.6232 1.8371
H -0.8669 -1.6266 -0.9737
O 0.8401 1.7222 0.4402
H 2.0310 0.4912 -0.0075
H -0.0447 -2.2095 2.0623
H -0.5695 1.4968 1.9626
H -1.0612 0.0810 -1.6479
H -1.6237 0.7448 0.9702
H -1.5786 1.5223 -1.9633
H 0.3363 1.2934 -0.3401
O -0.3657 -1.5078 -1.8520
H 1.5620 -1.0928 0.0438
```

Entry 2:
A structure of composition C34H52F6N9O6PS2Si4W, computed with ωB97M-V/def2-TZVPD.

gap between HOMO and LUMO (alpha / beta) = 6.5346 / 6.4533 eV
M = 1188.1 g/mol
energy relative to the best compared isomer or geometry (same formula, charge and spin) = 73.9 kJ/mol
total charge = +2

Structure (XYZ):
```
115
C34H52F6N9O6PS2Si4W, DFT ωB97M-V/def2-TZVPD
C 3.2002 2.0731 -5.3722
H 1.5233 -5.8294 0.6999
H -0.1846 -2.8327 -5.0495
Si -3.5980 0.1236 2.7860
C 3.9108 -2.4093 -0.1352
H -3.2162 1.5340 0.2052
H 0.5608 0.2188 3.9322
N 3.7515 -0.4521 1.2318
N -0.3548 1.9246 1.3852
C -3.1881 4.1010 -1.9445
F 4.1960 -3.1528 0.9499
H 2.8674 -2.3566 3.4272
C 3.0271 -0.3099 -5.1280
H 3.5421 2.9401 -5.9225
H 2.3976 3.2496 -3.7937
H -2.1823 -3.8664 -1.1945
F 4.7787 2.0087 3.8733
O 0.4925 3.6725 0.0153
H -1.9062 0.0168 4.6452
C 0.2180 1.7129 2.6098
F 5.6236 0.1073 3.2716
C -1.4151 -0.3416 -3.1283
H -5.3458 -1.3317 -2.2429
C -2.8248 -0.5016 4.3743
N -1.6452 1.9300 -1.0898
C 2.5334 2.2410 -4.1707
H -3.5659 -0.2757 5.1468
C -0.2567 -1.8504 -1.8413
C -3.6393 1.9934 2.7663
C -5.0192 -3.1084 0.5444
C 4.5264 0.8170 3.3627
H -2.6923 2.4557 2.4924
P 1.1920 1.5147 -1.9159
C 2.3634 -0.1469 -3.9192
H 4.1007 1.6516 -1.7769
F 3.4141 -3.2323 -1.0753
C 1.8030 3.2193 0.2986
H 3.0526 -5.0207 0.3384
H 1.7372 2.5009 1.1066
H 1.1377 2.3186 4.1942
H 2.3207 5.1656 1.2233
H -4.5123 -3.7603 1.2603
N -0.3647 -0.6289 2.3331
H 5.5964 3.0153 -0.3913
H 0.6955 -3.5115 -2.7886
C 4.6063 2.8584 0.0261
C -3.6755 3.2303 -0.9676
H 0.4631 -1.1351 2.0305
W -0.3060 0.4346 -0.1427
H 4.7691 4.8286 1.0362
H -3.7769 4.9468 -2.2757
H -1.5257 4.5412 -3.2154
C -5.3507 -0.5100 2.7635
O 1.6596 -2.2142 0.8133
S 3.7013 1.0577 1.7211
H -5.7649 -2.5202 1.0756
N -0.5646 3.2768 0.9338
H 0.0216 -2.1522 -0.8388
F 3.6334 0.1799 4.1292
C 3.6722 2.2643 -0.9909
H -5.5082 -0.2705 -0.8418
H -5.4071 -1.5975 2.7831
N 0.8873 2.6071 3.2521
H -1.5927 -0.7757 -5.2057
C -1.9463 3.8790 -2.4706
H 0.0450 3.9811 2.5969
C 2.3560 2.4483 -0.8770
H -3.7740 -4.0376 -1.9145
C -1.1840 2.7936 -2.0196
H -5.8289 -0.1432 3.6779
H 1.2903 -2.7961 4.1119
H -2.6678 -1.5844 4.4087
H -3.8946 2.3363 3.7747
O 4.9420 1.8061 1.0615
C 2.3037 -5.1825 1.1071
N -0.9607 -0.7183 -1.9256
O -0.6671 4.1933 1.9418
O 2.5057 -0.7538 -1.1806
O 1.4292 0.0819 0.7067
S 2.6403 -1.0789 0.2422
C -0.4029 -2.2462 -4.1654
C 2.1152 -3.1465 3.4854
C -4.7852 -0.8056 -1.4632
C 3.4411 0.7936 -5.8568
C 2.0949 1.1296 -3.4397
H 0.3120 3.2446 -3.2843
H -1.9820 0.5764 -3.1692
C -2.8819 2.1930 -0.5819
H 2.5764 -3.9928 3.9994
H -5.9393 -0.1414 1.9193
H -2.6576 -2.8466 -2.5671
C -1.1837 -1.1018 -4.2593
Si 1.5275 -3.6508 1.8019
H -4.4187 2.3700 2.0992
N -0.0280 0.4565 3.1500
Si -2.4096 -0.6289 0.7903
C 2.7496 4.2795 0.7703
C -3.0058 -3.3076 -1.6415
H 3.9657 0.6605 -6.7942
C -0.3202 -3.9318 1.7258
N 0.0447 2.5785 -2.5779
H -0.6453 -4.1042 0.6948
H -0.5473 -4.8491 2.2796
C 4.0620 4.0938 0.6738
H 2.0878 -1.0140 -3.3438
H -4.6429 3.3713 -0.5080
C 0.0871 -2.6279 -2.9268
H -0.9751 -1.2296 2.8783
H 2.7908 -5.7261 1.9211
H 3.2376 -1.3083 -5.4905
H -4.1523 -0.0622 -1.9543
H -0.9428 -3.1467 2.1616
Si -3.8358 -2.0950 -0.4797
F 5.0337 -1.8921 -0.6066
H -5.5512 -3.7545 -0.1616
```

Entry 3:
A structure of composition C14H22BrI2O3P2V, computed with ωB97M-V/def2-TZVPD.

gap between HOMO and LUMO (alpha / beta) = 4.7040 / 4.6003 eV
M = 684.9 g/mol
2S+1 = 2
⟨S²⟩ = 0.771
total charge = +3

Structure (XYZ):
```
45
C14H22BrI2O3P2V, DFT ωB97M-V/def2-TZVPD
Br -0.8941 -4.5070 1.7445
C -4.9204 -4.2711 2.7437
H -1.6132 1.1050 2.3669
H 2.1807 -0.7720 2.7711
H 1.7603 3.0604 1.7392
C -2.6388 -3.8404 1.9910
H -3.3288 -5.7085 2.8043
H -2.2458 0.8046 -2.9287
H -2.6837 -0.2216 -1.5406
P 0.6917 0.8908 1.7752
H -2.3631 -0.9846 -3.1267
H 0.7778 -2.5213 -2.4219
O 1.7499 -1.9013 0.0074
H -5.6456 -4.9626 3.1699
C -0.6840 1.5737 2.6914
H 2.9497 1.7885 1.5665
H 0.8614 -0.2241 3.8951
H -4.6262 -1.0872 1.5922
H -0.5231 -2.6362 -1.1964
C -5.2995 -2.9750 2.4063
C 1.3929 -0.7688 -0.1689
H 2.1967 2.0619 3.1725
C 1.1172 -0.5130 2.8642
C -3.6060 -4.6937 2.5355
C 2.0353 2.0656 2.0881
H 1.6439 0.0582 -3.3475
C -3.0282 -2.5178 1.6518
I -0.8345 2.9161 -0.7888
V 1.0651 1.0472 -0.6133
H -0.5341 1.3583 3.7541
H -0.7747 2.6494 2.5365
C -4.3489 -2.1112 1.8649
H 0.2335 -0.4832 -4.3119
H -0.9738 -2.5176 -2.9396
C -2.0822 -0.1659 -2.4519
O -0.9037 -1.8225 0.8649
C -0.2486 -2.2143 -2.1720
O -2.5917 -0.3434 0.8011
C -2.0992 -1.4852 1.0613
C 0.5676 0.1615 -3.4886
H 0.3528 1.2138 -3.6919
I 3.6536 0.5358 -1.0308
P -0.3544 -0.3937 -2.0308
H -6.3231 -2.6103 2.5557
H 0.5157 -1.3767 2.5534
```